(1)
Formula: C5H10O2S
Source: the OMol25 dataset
Level of theory: ωB97M-V/def2-TZVPD

Element x y z (Å)
C -2.51268 -0.47534 0.47910
C 2.17953 -0.18935 -0.98600
H -1.89679 1.65024 0.17450
H -2.37550 -0.39618 1.58788
O 1.89016 0.92562 -0.67454
H 4.06916 0.81355 0.19241
H 3.61765 -0.41651 1.34923
H -3.48192 -1.03208 0.35206
S -0.47213 -2.35588 0.16541
H -1.45043 -0.74713 -1.31069
H 1.52031 -0.76845 -1.74769
C 4.06249 -0.21150 0.44923
H -3.16373 0.80654 -1.06629
H -3.55722 1.35017 0.70478
C -1.43034 -1.12973 -0.33759
H 5.16815 -0.66640 0.29992
C -2.81116 0.94253 0.03164
O 3.20538 -0.90063 -0.53508

## Properties
total charge	0
highest occupied orbital energy (spin up / spin down)	-8.8 / -8.8	eV
E	-745.11055	hartree
orbital gap (spin up / spin down)	8.482 / 8.482	eV

***

(2)
Formula: C20H16N6O3PdS
Source: the OMol25 dataset
Level of theory: ωB97M-V/def2-TZVPD

Element x y z (Å)
S 2.33375 0.05720 -0.39174
N 3.65684 3.71022 -0.18464
O -2.01126 -0.41082 -0.11352
H -0.24251 -4.84827 -2.11485
H 3.81176 6.27908 -0.07081
C -3.21336 4.45902 -0.59186
H 1.69867 6.80474 3.61836
N 3.55542 2.38763 -0.43229
Pd 0.09481 -0.06236 -0.24228
H 4.49980 4.09480 -0.57556
C -0.93268 4.11808 0.09548
N -2.32788 -0.35212 1.15865
H -0.20143 -8.45751 0.18775
H 0.13982 -7.14640 2.25223
C 2.78342 6.68985 1.76815
C -0.15615 -5.36238 -1.16775
N 0.18304 -2.05779 -0.11220
O -3.45608 -0.64366 1.47686
N 0.17525 1.96749 -0.37435
H -2.16468 1.35622 -1.44313
H -0.39458 -7.31870 -1.99500
C -0.24156 -6.74172 -1.09385
H 0.29138 -4.67590 2.13386
C -2.05100 4.92524 0.01447
C 0.05987 -6.64503 1.29791
C 0.03918 -4.63539 0.00259
H -0.03048 4.46694 0.57789
H 2.22985 2.87657 2.00575
H -4.15190 2.80685 -1.58918
C 3.06743 4.48647 0.83702
H -2.01667 5.92208 0.43316
H -4.08750 5.09406 -0.64541
C 0.12757 -3.19922 -0.06353
C -3.25253 3.17882 -1.11774
O -1.44128 -0.01083 1.94015
C 2.38211 3.94474 1.92024
C -0.98867 2.83139 -0.43013
C -0.13279 -7.37930 0.13524
C 2.41323 1.80307 -0.34716
C 0.14733 -5.26504 1.23886
N 1.25786 2.58625 -0.30605
C -2.13684 2.35626 -1.03744
C 3.27453 5.85949 0.77145
H 1.36830 4.35104 3.74894
H 2.94447 7.75749 1.69545
C 2.08658 6.15921 2.84264
C 1.90037 4.78376 2.91174

## Properties
total charge	0
highest occupied orbital energy	-7.5	eV
E	-1851.89349	hartree
orbital gap	6.285	eV

***

(3)
Formula: C21H25BCuN4O4S4
Source: the OMol25 dataset
Level of theory: ωB97M-V/def2-TZVPD

Element x y z (Å)
O 4.39576 -2.96040 -1.84745
H -3.81510 -2.65359 2.95499
H 3.92399 1.88200 3.45538
H -1.63977 -0.14226 -3.18580
S 3.70726 -1.71083 -1.72260
H 0.18263 2.20928 -2.50222
C -3.41810 -3.76270 1.16063
N 0.41868 2.19442 1.41860
C 3.56187 -2.60559 2.44321
C -2.52283 0.36103 -2.81512
H -1.73111 -2.58038 -1.53865
H -1.25957 3.24108 -2.31771
H 4.10720 -2.74655 1.51282
N 3.28870 -1.19437 2.65215
H 1.95680 2.93206 2.89838
N 2.31219 0.75462 2.62053
C 3.57567 0.91590 3.14128
C 4.71363 -0.45678 -2.44682
H 4.86466 -0.71258 -3.49279
H 2.61814 -3.13933 2.38505
C -3.37815 -2.63312 1.96569
H 5.66272 -0.44033 -1.91659
C -0.83434 2.75408 1.54007
C -2.21152 -2.60703 -0.56862
H -5.39214 1.84013 -3.83874
H 4.14182 -2.97542 3.28658
C -2.67499 0.55914 -1.45380
H -3.86590 1.37578 0.13700
H 4.19739 0.49584 -2.35007
H -5.62686 2.18998 -1.40281
H 0.37667 3.94507 -2.22356
H 0.50862 1.73327 3.60073
C -4.62563 1.47931 -3.16565
H -2.15532 3.63603 -0.00619
C 0.78209 2.25134 0.12612
S 2.23335 1.69406 -0.58575
B 1.28959 1.94503 2.70081
C -1.24698 3.16166 0.31996
O 2.38029 -1.61312 -2.37081
C 4.18755 -0.28871 3.16296
C -0.23504 3.07390 -1.99077
H -3.89760 -4.66277 1.52239
C -3.77781 1.22004 -0.93212
C -3.51174 0.82573 -3.67253
H -2.84883 -4.64448 -0.71298
C -2.74911 -1.48306 1.51137
H -1.31691 2.82350 2.49817
S -1.40276 0.01131 -0.31953
O 3.47169 -1.27108 -0.30963
H -3.40855 0.67650 -4.73919
H -2.66266 -0.60662 2.14250
C -2.82982 -3.75408 -0.09894
C -4.75954 1.67668 -1.79630
S 0.80117 -1.29355 1.55196
O -0.30389 -0.43874 -1.27448
Cu 1.54833 -0.69924 -0.58903
N -0.24143 2.82251 -0.56254
H 5.16908 -0.58292 3.48750
C -2.19374 -1.48420 0.24272
C 2.16019 -0.53742 2.31021

## Properties
spin multiplicity	2
⟨S²⟩	0.754
total charge	0
highest occupied orbital energy (spin up / spin down)	-7.8 / -7.7	eV
E	-4593.40353	hartree
orbital gap (spin up / spin down)	7.946 / 6.773	eV

***

(4)
Formula: C25H29N3OPPd
Source: the OMol25 dataset
Level of theory: ωB97M-V/def2-TZVPD

Element x y z (Å)
C 0.26182 -0.28367 -2.46317
C 2.09557 -2.96377 -1.66408
C 2.04090 -2.12412 -0.51596
H 1.79540 -2.12814 1.64648
N -0.86966 1.34585 0.05153
H -0.62783 3.09107 1.25950
N 0.21473 -0.09660 2.13756
H 1.07707 -0.37654 2.58800
C -1.48846 -1.90004 1.65382
H 7.04599 1.25660 2.14606
H -0.91189 1.83767 -0.83799
C 5.85359 -0.41897 1.54729
C 2.81470 0.30174 -5.09681
Pd 0.32170 -0.46588 -0.17867
H 1.40604 -5.93616 -0.21531
H 4.91879 0.55661 -4.79164
C 1.51755 -4.07874 0.84427
H 1.32766 -4.52786 1.80961
H -1.66873 -0.25974 3.07858
C 3.92072 0.20313 -2.93097
C -2.64652 -0.36318 0.00532
H -1.68959 -2.12398 -0.36702
H 6.53693 -1.15053 1.95623
C 1.57148 -4.86939 -0.29538
H -3.58523 -0.70078 0.45298
H -0.72526 1.55279 3.05733
C 1.74906 -2.71816 0.74390
H -2.79405 -0.33544 -1.07464
C 4.69173 -0.83513 0.91900
P 2.43820 -0.37789 -0.59621
C 3.96370 0.36942 -4.31876
H 0.84297 2.39476 0.57504
H 4.47089 -1.89221 0.84967
H -0.87272 -2.79470 1.58034
H -0.54776 -1.50327 3.54369
H 3.45853 2.24122 0.04883
C -2.24964 0.99966 0.51223
C 3.82890 0.12403 0.36696
H 4.83178 0.25155 -2.34900
C 1.56968 0.06933 -4.50881
C -0.90142 -0.92663 2.68763
H 2.87773 0.44160 -6.16726
H 2.35072 -2.55397 -2.63114
C -0.11297 2.15080 1.04010
C 4.12673 1.49372 0.46200
H -2.95900 1.75104 0.15804
H 5.53130 2.94078 1.17226
C 0.08888 1.36899 2.35537
C 1.54022 -0.10305 -3.13060
H 1.93786 -4.94879 -2.41654
H 0.99341 1.74555 2.83271
C 2.69179 -0.01937 -2.32975
O -0.83652 -0.62614 -2.63330
C 6.14509 0.93729 1.63941
C 5.28820 1.89037 1.09592
H -2.48694 -2.21868 1.96818
C 1.86828 -4.31117 -1.54593
N -1.55585 -1.33859 0.26772
H -2.26227 1.05077 1.59626
H 0.66908 0.02192 -5.10398

## Properties
total charge	+3
highest occupied orbital energy	-18.0	eV
E	-1677.79178	hartree
orbital gap	6.548	eV

***

(5)
Formula: C5H11O4
Source: the OMol25 dataset
Level of theory: ωB97M-V/def2-TZVPD

Element x y z (Å)
H 0.74284 0.90095 1.61818
C -0.24754 0.50586 1.35558
O 0.71827 2.71606 -0.63304
H 0.72684 -1.63706 1.36466
C 0.38197 0.46874 -1.04185
H -2.14535 -1.09224 0.02740
C -2.02673 -0.04531 -0.31726
H 0.51725 -1.68087 -1.36519
O 1.89448 -1.17506 -0.06219
H 1.92952 -0.67509 -2.03200
H 0.05086 -2.39015 2.58815
H -2.15932 0.02607 -1.41107
O 1.39361 1.38829 -0.72836
H -0.96554 0.29516 2.13303
H -2.76912 0.59063 0.18698
C -0.65359 0.43611 0.05628
H 1.53729 3.26027 -0.45699
O -0.11552 -1.72455 1.89139
C 1.25262 -0.85071 -1.15121
H -0.06286 0.68289 -2.02250

## Properties
spin multiplicity	2
⟨S²⟩	0.755
total charge	0
highest occupied orbital energy (spin up / spin down)	-8.5 / -8.5	eV
E	-497.83773	hartree
orbital gap (spin up / spin down)	9.324 / 6.395	eV